Record 1
# C35H90N4O13

8 unconnected molecules or ions with the total composition C35H90N4O13 in a non-equilibrium geometry (ωB97M-V/def2-TZVPD, OMol25).

```
! RIJCOSX wB97M-V def2-TZVPD def2/J DEFGRID3
* xyz 0 1
C -4.0541 -0.9406 -1.8578
C -2.9012 -0.2039 -2.5804
O -2.6248 1.0380 -1.8842
O -5.1943 -0.2723 -2.2323
H -4.0744 -0.9239 -0.7682
H -4.1628 -2.0018 -2.0817
H -3.2210 0.1256 -3.5690
H -2.0008 -0.8026 -2.7181
H -2.3429 0.8284 -0.9907
H -4.9922 0.6457 -2.4273
C -0.9154 -2.9360 -2.3426
O 0.3055 -2.3578 -2.9363
C 0.1384 -1.0176 -3.1538
C 1.4504 -0.4212 -3.7047
N 1.6254 -0.8636 -5.0185
C 2.9083 -0.3244 -5.4644
C 3.3997 -0.7497 -6.8689
O 4.6844 -0.1676 -7.0045
C 5.3831 -0.5110 -8.2535
H -1.7181 -3.0509 -3.0711
H -1.2216 -2.3911 -1.4496
H -0.6461 -3.9618 -2.0910
H -0.1901 -0.6498 -2.1817
H -0.6108 -0.9227 -3.9398
H 2.2339 -0.6882 -2.9954
H 1.4246 0.6659 -3.6299
H 1.4608 -1.8586 -5.0735
H 3.6376 -0.5963 -4.7013
H 2.8394 0.7634 -5.4514
H 2.6219 -0.4943 -7.5886
H 3.5499 -1.8210 -6.7359
H 5.5396 -1.5686 -8.4660
H 6.4011 -0.1375 -8.1428
H 4.7135 -0.2547 -9.0745
C -3.1147 5.5606 -0.4241
O -3.8672 4.6611 -1.2493
C -4.6665 3.7221 -0.5250
C -3.9674 2.8982 0.5780
N -3.2233 1.8680 -0.0568
C -2.6287 0.8868 0.8889
C -3.2019 -0.5733 0.9286
O -2.3497 -1.5138 0.2866
C -2.6804 -2.8812 0.4552
H -3.9085 5.7865 0.2879
H -2.7323 6.3705 -1.0453
H -2.2480 5.1332 0.0801
H -4.9706 3.0003 -1.2831
H -5.6241 4.1480 -0.2255
H -4.7200 2.4528 1.2286
H -3.3728 3.6450 1.1042
H -3.9674 1.5028 -0.6338
H -2.7340 1.2225 1.9206
H -1.5853 0.8095 0.5830
H -4.2576 -0.6390 0.6656
H -3.3468 -0.8456 1.9740
H -2.5049 -3.0995 1.5086
H -1.8934 -3.4810 -0.0020
H -3.6324 -3.3509 0.2079
C 7.0712 -2.1646 5.0512
O 5.8323 -2.1805 5.6506
C 5.5134 -3.4589 6.3253
C 3.9140 -3.5767 6.6115
N 3.2559 -3.4308 5.3226
C 2.0416 -2.6754 5.4331
C 1.2641 -3.0020 4.1439
O 0.0185 -2.2282 4.0347
C 0.2240 -0.8753 3.6338
H 7.2104 -1.2580 4.4623
H 7.1134 -2.9695 4.3174
H 7.8480 -2.1301 5.8150
H 5.9287 -3.3925 7.3309
H 5.9203 -4.3110 5.7808
H 3.8049 -2.6642 7.1976
H 3.6409 -4.4809 7.1556
H 3.8801 -2.9805 4.6685
H 2.2939 -1.6166 5.4897
H 1.5190 -2.9561 6.3475
H 1.0309 -4.0660 4.1842
H 1.8606 -2.8275 3.2484
H -0.7255 -0.3408 3.6050
H 0.6348 -0.9399 2.6262
H 0.8980 -0.3693 4.3251
C -5.1461 1.9280 3.1971
O -3.9695 2.6819 2.8982
C -4.0871 4.1184 3.1618
C -2.7792 4.8033 3.1126
N -1.9396 3.9077 3.9621
C -0.5422 4.2303 4.0251
C 0.2967 3.7559 2.7297
O 0.1601 2.3555 2.7443
C 0.6192 1.7359 1.5719
H -4.9535 0.9152 2.8431
H -5.9527 2.3158 2.5750
H -5.4018 2.1160 4.2399
H -4.6051 4.3592 4.0902
H -4.5697 4.4629 2.2473
H -2.8397 5.8442 3.4304
H -2.3869 4.7094 2.1000
H -2.0787 2.9972 3.5476
H -0.0031 3.8884 4.9086
H -0.3975 5.2673 4.3278
H 1.3404 4.0582 2.8154
H -0.1731 4.2276 1.8667
H 1.3650 1.0354 1.9477
H 1.0428 2.3851 0.8056
H -0.0976 0.9927 1.2228
C 1.6458 1.8894 -2.5058
C 0.6073 1.8918 -3.6892
C -0.6931 1.1793 -3.2002
O 0.3073 3.3095 -4.0216
H 2.6592 2.1863 -2.7761
H 1.7510 0.9283 -2.0025
H 1.2263 2.6377 -1.8334
H 0.9122 1.3795 -4.6017
H -0.4005 0.3848 -2.5137
H -1.2083 0.5543 -3.9295
H -1.4612 1.8308 -2.7834
H -0.4098 3.5355 -3.4248
C 1.1641 -0.2513 -0.4584
C -0.1601 -0.8033 -0.0557
C -0.3699 -0.8137 1.4070
O -1.1603 -0.0504 -0.7759
H 1.2623 0.6441 0.1554
H 1.2503 -0.0929 -1.5333
H 1.9828 -0.9059 -0.1594
H -0.2215 -1.8383 -0.3919
H 0.3541 -1.4487 1.9176
H -1.3741 -1.1669 1.6410
H -0.3216 0.1504 1.9132
H -1.9320 0.0821 -0.2205
C 2.2059 -4.3141 -3.1718
C 2.4837 -3.0271 -2.4975
C 1.7206 -2.8314 -1.1855
O 3.7982 -3.1642 -2.1923
H 1.1423 -4.5434 -3.2375
H 2.4314 -5.1834 -2.5541
H 2.7172 -4.4369 -4.1266
H 2.3728 -2.1707 -3.1626
H 0.6322 -2.7768 -1.2052
H 2.0416 -1.9095 -0.7006
H 1.9011 -3.6025 -0.4365
H 3.9983 -3.9101 -1.6219
*
```

E_HOMO	-8.407	eV
relative energy (zero: lowest compared OMol25 entry of this formula, charge and spin)	662.79	kcal per mole

Record 2
# C35H92Br6N12O13P4

A molecular structure, C35H92Br6N12O13P4 in a non-equilibrium geometry (ωB97M-V/def2-TZVPD, OMol25).

```
! RIJCOSX wB97M-V def2-TZVPD def2/J DEFGRID3
* xyz 0 1
C 0.4727 -0.3687 0.7274
Br -1.3304 0.3804 1.1122
Br 1.7196 1.0825 0.6360
Br 0.4847 -1.3685 -1.0265
H 0.7817 -1.0868 1.4746
C 2.0064 -3.6010 3.9605
Br 0.6642 -2.1662 4.0467
Br 1.5600 -4.7767 2.4898
Br 2.0073 -4.6044 5.6183
H 2.9908 -3.1830 3.8028
O -5.0407 2.7483 0.6768
P -4.8199 3.7509 -0.3799
N -3.2651 4.3613 -0.6215
C -2.1213 3.6448 -0.0709
C -2.9310 5.1981 -1.7497
N -5.7987 5.1129 -0.2624
C -5.2998 6.4644 0.0315
C -7.2329 5.0080 -0.5277
N -5.1835 3.0389 -1.9031
C -5.7156 3.7640 -3.0291
C -4.4142 1.8622 -2.2336
H -1.3982 4.3021 0.4133
H -1.6274 3.0223 -0.8201
H -2.4768 2.9706 0.7084
H -2.0965 5.8430 -1.4592
H -3.8029 5.7408 -2.1055
H -2.5489 4.6083 -2.5954
H -6.1645 6.9983 0.4221
H -4.5170 6.3528 0.7783
H -4.9066 6.9908 -0.8403
H -7.7784 5.4528 0.3073
H -7.4413 5.6118 -1.4172
H -7.5629 3.9875 -0.7004
H -5.9012 3.1626 -3.9246
H -6.5991 4.3383 -2.7698
H -4.9769 4.4413 -3.4913
H -3.4556 2.0745 -2.7313
H -4.8500 1.2455 -3.0292
H -4.2501 1.2215 -1.3691
O 4.8283 0.2210 -4.8000
P 4.9836 -1.1121 -4.2037
N 5.6175 -2.2493 -5.2621
C 5.1872 -3.6423 -5.3514
C 6.6916 -1.9094 -6.1903
N 3.4569 -1.6325 -3.6588
C 2.3918 -1.3391 -4.6666
C 3.2290 -2.8779 -2.9187
N 5.9913 -1.1512 -2.8503
C 6.6443 -2.3890 -2.4382
C 5.7318 -0.1863 -1.7863
H 5.5131 -4.1916 -4.4574
H 5.5275 -4.1106 -6.2674
H 4.1062 -3.7738 -5.2464
H 6.3964 -1.7455 -7.2318
H 7.3230 -2.8029 -6.2079
H 7.2976 -1.0516 -5.9068
H 1.5385 -1.9712 -4.4417
H 2.1811 -0.2736 -4.6977
H 2.8016 -1.5354 -5.6627
H 2.5718 -2.6632 -2.0750
H 2.7150 -3.5878 -3.5725
H 4.1531 -3.3060 -2.5471
H 7.1282 -2.8910 -3.2699
H 7.3953 -2.2163 -1.6637
H 5.9282 -3.0418 -1.9291
H 5.0245 -0.6431 -1.0847
H 5.3084 0.7645 -2.1027
H 6.6958 0.0549 -1.3350
O -1.5656 -7.0285 -3.1055
P -1.5842 -7.0606 -1.6343
N -3.0074 -7.6631 -0.9680
C -3.2592 -7.8667 0.4423
C -4.1848 -7.4630 -1.7980
N -1.3193 -5.6111 -0.7980
C -0.0844 -4.8453 -1.0059
C -2.4196 -4.8193 -0.2909
N -0.3997 -8.0753 -1.0071
C 0.0441 -8.0517 0.3935
C -0.2289 -9.3574 -1.6596
H -4.1428 -7.2676 0.6950
H -2.5016 -7.3247 1.0110
H -3.3974 -8.9105 0.7192
H -3.9902 -6.8638 -2.6862
H -4.8995 -6.8399 -1.2388
H -4.7021 -8.3803 -2.0899
H -0.1456 -4.3360 -1.9739
H 0.0836 -4.0376 -0.2932
H 0.7418 -5.5538 -0.9311
H -2.7869 -5.2292 0.6604
H -2.1578 -3.8199 0.0542
H -3.2685 -4.7036 -0.9698
H 1.1091 -8.2664 0.4080
H -0.1628 -7.0736 0.8300
H -0.6061 -8.7072 0.9802
H 0.6775 -9.8576 -1.3122
H -0.1066 -9.2937 -2.7395
H -1.0884 -9.9987 -1.4267
O 4.0318 6.6955 3.0305
P 3.2072 5.5296 3.4220
N 3.8900 4.0263 3.0150
C 4.1544 3.8430 1.5860
C 4.8832 3.4505 3.9025
N 1.6873 5.5811 2.6524
C 1.4501 6.6601 1.6819
C 0.9039 4.3960 2.3908
N 2.8553 5.5018 5.0641
C 1.6574 4.8741 5.6234
C 3.9386 5.9102 5.9772
H 3.6029 4.5706 0.9897
H 3.9298 2.8354 1.2262
H 5.2124 4.0663 1.4175
H 4.6365 3.7364 4.9205
H 5.9021 3.8133 3.7037
H 5.0019 2.3683 3.8256
H 1.9457 7.5602 2.0373
H 1.8812 6.3548 0.7242
H 0.3744 6.8340 1.6789
H -0.1437 4.6871 2.2716
H 1.1895 3.9211 1.4424
H 0.9394 3.6912 3.2162
H 1.5272 5.0280 6.6899
H 0.8009 5.2450 5.0598
H 1.7177 3.8012 5.4079
H 4.3356 5.0464 6.5134
H 3.4913 6.6594 6.6320
H 4.7520 6.4047 5.4517
C -1.8277 1.4872 -6.6913
O -1.1998 0.9168 -5.5643
C -0.9592 1.6923 -4.5103
O -1.5041 2.7118 -4.2119
O -0.0006 1.1091 -3.7895
C 0.2525 1.6698 -2.5213
H -1.9735 2.5698 -6.6359
H -2.8451 1.0905 -6.7064
H -1.3596 1.3277 -7.6600
H 0.4963 2.7359 -2.5613
H 1.1619 1.1780 -2.1892
H -0.5357 1.5665 -1.7744
C 1.4843 1.1484 3.9382
O 1.2696 1.0960 5.3279
C 2.3126 0.7379 6.1005
O 3.4695 0.8307 5.8363
O 1.8924 0.3056 7.2759
C 0.5285 0.4104 7.7017
H 2.0275 2.0249 3.5709
H 0.5588 1.2503 3.3678
H 1.9947 0.2584 3.5782
H 0.1334 1.3498 7.3216
H 0.5217 0.4514 8.7869
H -0.0581 -0.4374 7.3557
C -7.1570 -0.0711 2.8381
O -6.4125 -1.2333 2.5244
C -5.1143 -1.0762 2.3808
O -4.4874 -0.0622 2.4263
O -4.6253 -2.3128 2.1224
C -3.2445 -2.5850 2.2708
H -6.5923 0.5212 3.5607
H -8.0823 -0.3891 3.3183
H -7.4515 0.5811 2.0157
H -2.6554 -2.2170 1.4344
H -3.1204 -3.6524 2.4352
H -2.8385 -2.1423 3.1852
*
```

E_HOMO	-8.045	eV
relative energy (zero: lowest compared OMol25 entry of this formula, charge and spin)	0.00	kcal per mole

Record 3
# C35H93BrN26O12Sb

A molecular structure, C35H93BrN26O12Sb in a non-equilibrium geometry (ωB97M-V/def2-TZVPD, OMol25).

```
! RIJCOSX wB97M-V def2-TZVPD def2/J DEFGRID3
* xyz -1 1
C 4.3582 -4.0865 3.5396
O 4.1112 -2.7079 3.7218
C 4.3171 -2.2220 5.0312
C 5.7755 -1.8369 5.3108
C 6.0686 -0.3312 5.1070
C 7.1420 -0.0750 4.0367
C 6.7195 -0.7170 2.6953
C 6.9041 0.1838 1.4545
C 5.6567 0.1755 0.5621
C 5.2216 -1.2302 0.1475
C 4.0070 -1.2159 -0.8055
C 2.6976 -1.6229 -0.1436
Sb 1.0394 -2.1639 -1.5250
N -0.5833 -2.7333 -2.8097
C 1.6776 -0.7189 -3.0876
C 1.1885 0.7415 -3.0001
C 2.2496 1.7344 -2.5361
Br 2.1781 2.1680 -0.6314
C -0.2414 -0.7360 -0.4276
C -1.7407 -0.6508 -0.7888
C -2.6139 -0.9123 0.4077
C -3.0462 0.0902 1.2710
C -3.8697 -0.2419 2.3501
C -4.2809 -1.5468 2.5986
C -3.8426 -2.5591 1.7424
C -3.0250 -2.2293 0.6617
C 2.2697 -3.7906 -2.4966
C 2.2729 -5.1323 -1.7494
N 0.9977 -5.7753 -1.9599
N 2.6655 -4.9558 -0.3337
N 3.3118 -6.0341 -2.3115
H 5.1178 -4.2167 2.7695
H 4.6519 -4.5789 4.4661
H 3.4506 -4.5600 3.1624
H 3.9554 -2.9508 5.7639
H 3.6769 -1.3467 5.1236
H 6.4087 -2.4416 4.6634
H 6.0133 -2.1322 6.3331
H 5.1528 0.0991 4.7059
H 6.3364 0.1248 6.0567
H 7.1659 1.0046 3.8914
H 8.1085 -0.4366 4.3819
H 5.6602 -0.9372 2.7634
H 7.3000 -1.6234 2.5389
H 7.0647 1.2122 1.7855
H 7.7885 -0.0970 0.8832
H 4.8495 0.7187 1.0527
H 5.9222 0.6800 -0.3692
H 6.0763 -1.6544 -0.3941
H 5.0462 -1.8706 1.0089
H 4.2596 -1.7967 -1.6921
H 3.9061 -0.1841 -1.1488
H 2.3537 -0.8043 0.4947
H 2.8913 -2.4664 0.5175
H 0.4320 -3.4111 -0.3955
H -0.9813 -1.8645 -3.1622
H -0.2129 -3.1859 -3.6399
H 1.2941 -1.1341 -4.0188
H 2.7575 -0.6969 -3.2425
H 1.0018 1.0762 -4.0253
H 0.2415 0.8900 -2.4850
H 3.2274 1.3899 -2.8495
H 2.0926 2.6717 -3.0488
H -0.1561 -1.0449 0.6160
H 0.1740 0.2679 -0.4383
H -2.0831 -1.3162 -1.5763
H -1.9750 0.3696 -1.1075
H -2.7400 1.1138 1.0968
H -4.2311 0.5317 3.0215
H -4.9277 -1.8042 3.4225
H -4.1683 -3.5722 1.9218
H -2.7021 -3.0144 -0.0123
H 1.8579 -4.0284 -3.4780
H 3.3056 -3.4798 -2.6557
H 0.2773 -5.3889 -1.3641
H 1.0720 -6.7759 -1.8410
H 3.1939 -5.7706 -0.0311
H 1.8230 -4.9719 0.2271
H 4.1731 -5.7670 -1.8459
H 3.4618 -5.7877 -3.2823
C 3.5417 4.5421 -5.1502
O 2.9240 3.5393 -4.8127
N 3.0732 5.7930 -4.8600
N 4.7230 4.4694 -5.8165
H 3.5481 6.6366 -5.1147
H 2.1992 5.8540 -4.3616
H 5.0804 3.5495 -6.0270
H 5.2553 5.2706 -6.0921
C 1.1061 -9.3207 -0.0038
O 0.2386 -8.5359 -0.3276
N 0.8272 -10.5430 0.5575
N 2.4351 -9.0450 -0.1823
H 1.5298 -11.2031 0.8274
H -0.1388 -10.7706 0.6964
H 2.6672 -8.1623 -0.6101
H 3.1716 -9.6746 0.0697
C 0.1587 7.8907 -2.9682
O 0.5615 6.7858 -3.2857
N -0.9623 8.4415 -3.5236
N 0.7916 8.6608 -2.0333
H -1.3167 9.3453 -3.2782
H -1.4456 7.8952 -4.2124
H 1.6125 8.2775 -1.6036
H 0.4743 9.5688 -1.7545
C -1.4627 3.3784 -5.8202
O -1.2162 2.9596 -6.9412
N -0.4870 3.7141 -4.9240
N -2.7421 3.5455 -5.3646
H -0.6848 4.0666 -4.0070
H 0.4741 3.6014 -5.2005
H -3.4985 3.3094 -5.9763
H -2.9592 3.8773 -4.4460
C -6.9009 3.1402 1.8822
O -7.8056 3.6993 1.2929
N -6.8925 2.9884 3.2517
N -5.8146 2.6085 1.2552
H -6.1450 2.5404 3.7482
H -7.6689 3.3657 3.7652
H -5.7771 2.6808 0.2564
H -5.0702 2.1377 1.7349
C -9.5420 0.1918 4.2539
O -10.2765 1.0773 3.8447
N -10.0204 -0.9744 4.7799
N -8.1781 0.3062 4.2207
H -9.4305 -1.7094 5.1183
H -11.0193 -1.0848 4.8167
H -7.7913 1.1538 3.8304
H -7.5594 -0.4063 4.5587
C -1.8939 -4.6624 4.2090
O -3.0205 -4.3713 4.5809
N -1.3700 -4.2609 3.0214
N -1.0578 -5.4344 4.9806
H -0.4463 -4.5015 2.7144
H -1.9448 -3.6935 2.4224
H -1.4105 -5.7496 5.8631
H -0.1304 -5.6906 4.7024
C -6.3841 4.2847 -4.9520
O -5.4988 3.4948 -5.2276
N -6.7197 5.3238 -5.7779
N -7.1088 4.1955 -3.7976
H -7.4436 5.9843 -5.5719
H -6.2032 5.4133 -6.6326
H -6.8867 3.4420 -3.1739
H -7.8401 4.8330 -3.5488
C 7.8245 2.2035 -5.1390
O 6.9333 2.8357 -5.6810
N 7.7875 1.8945 -3.8120
N 8.9231 1.7549 -5.8201
H 8.5011 1.3717 -3.3424
H 6.9867 2.2039 -3.2913
H 8.9717 1.9643 -6.7988
H 9.6630 1.2314 -5.3943
C -14.0003 -0.2035 4.9131
O -13.2010 -1.1043 4.7271
N -14.2059 0.7836 3.9968
N -14.7475 -0.1125 6.0573
H -14.8513 1.5377 4.1277
H -13.6543 0.7497 3.1588
H -14.6128 -0.8245 6.7493
H -15.4068 0.6207 6.2317
C 2.7168 5.6283 2.5788
O 2.8132 6.8086 2.8811
N 2.8653 5.1770 1.3033
N 2.4482 4.6570 3.5063
H 2.7889 4.2106 1.0399
H 3.0607 5.8564 0.5941
H 2.3311 4.9508 4.4566
H 2.3627 3.6843 3.2792
*
```

E_HOMO	-3.830	eV